Record 1
The following is a DFT calculation (the ωB97M-V functional and the def2-TZVPD basis) of a molecular structure, C3H4NOS2.

Results
LUMO energy	-0.16748	hartree
highest occupied orbital energy	-14.44	eV
total charge	+1

Each line ends with the Löwdin charge.
Cartesian coordinates (Å):
C -1.2806 -1.1223 1.4151  -0.67
C -0.6816 0.2441 1.1402  -0.44
C -1.1284 -0.3705 -0.8190  -0.71
N 0.1925 -0.1113 -0.0532  -0.04
O -1.5624 -1.6263 2.4451  0.13
S -1.6269 -1.9648 -0.1609  1.04
S -1.8398 1.1149 0.0498  1.03
H -0.0910 0.7233 1.8799  0.14
H -0.9011 -0.4244 -1.9318  0.13
H 0.8830 0.6073 -0.3640  0.19
H 0.9278 -0.8712 0.1862  0.22

Forces on atoms 1 to 2 (eV/Å):
C -1.2 -1.6 0.9
C 1.0 -0.1 -1.2

Record 2
The following is a DFT calculation (the ωB97M-V functional and the def2-TZVPD basis) of a molecular structure, C3H4NOS2.

Results
LUMO energy	-0.20518	hartree
highest occupied orbital energy	-13.51	eV
total charge	+1

Each line ends with the Löwdin charge.
Cartesian coordinates (Å):
C 1.7375 0.9061 -0.4056  0.10
C -2.8720 1.1007 0.6533  -0.08
C 0.1543 -1.9640 0.0383  -1.01
N 0.5530 0.7756 -0.0128  -0.27
O -3.8774 0.9125 0.1959  0.09
S -0.7783 -3.1240 0.4592  0.82
S -0.6596 -0.4316 0.1599  0.93
H 2.4885 0.1586 -0.5890  0.12
H 2.0593 1.9048 -0.6132  0.12
H -0.0214 1.6731 0.1078  0.16
H 1.2161 -1.9117 0.0063  0.02

Forces on atoms 1 to 2 (eV/Å):
C 1.3 0.6 -0.4
C -0.4 0.7 0.0

Record 3
The following is a DFT calculation (the ωB97M-V functional and the def2-TZVPD basis) of C3H4NPS in the gas phase.

Results
LUMO energy (spin up / spin down)	-0.09261 / -0.09280	hartree
highest occupied orbital energy (spin up / spin down)	-8.57 / -8.56	eV
SMILES string	C#P=NC(C)=S

Each line ends with the Löwdin charge.
Cartesian coordinates (Å):
C -2.7414 1.2679 -0.0372  -0.16
P -1.3479 1.4943 0.7391  0.81
N 0.0104 0.6610 0.6154  -0.32
C 0.3346 -0.3784 -0.1263  -1.00
C 1.7663 -0.8009 0.0067  -0.13
S -0.6615 -1.2170 -1.1517  0.64
H -3.7125 1.6932 -0.1255  -0.05
H 2.2566 -0.2328 0.7932  0.07
H 2.2742 -0.6224 -0.9393  0.08
H 1.8214 -1.8649 0.2256  0.07

Forces on atoms 1 to 2 (eV/Å):
C 1.4 -0.1 0.6
P 0.2 -1.0 -0.7

Record 4
The following is a DFT calculation (the ωB97M-V functional and the def2-TZVPD basis) of a gas-phase ion, C3H4NS (charge +1).

Results
LUMO energy	-0.19246	hartree
highest occupied orbital energy	-15.00	eV
total charge	+1

Each line ends with the Löwdin charge.
Cartesian coordinates (Å):
C 0.0857 0.4532 0.0919  -0.51
C -0.4339 -2.1126 0.5254  0.19
C 0.2721 1.8564 -0.6209  -0.28
N -0.0617 -0.8649 0.2295  0.07
S 0.8287 1.5532 0.9979  1.14
H 0.4173 -2.6831 0.2411  0.10
H -1.3931 -2.4475 0.9261  0.12
H 0.8910 1.8566 -1.4774  0.08
H -0.6061 2.3886 -0.9136  0.08

Forces on atoms 1 to 2 (eV/Å):
C -0.7 -4.1 -0.3
C 1.9 5.1 -1.6

Record 5
The following is a DFT calculation (the ωB97M-V functional and the def2-TZVPD basis) of a molecular structure, C3H4NaO3.

Results
LUMO energy	0.07834	hartree
highest occupied orbital energy	-3.00	eV
total charge	-1

Each line ends with the Löwdin charge.
Cartesian coordinates (Å):
C -1.6150 -0.4096 -1.2914  -0.33
O -1.6667 -1.4588 -1.9317  -0.17
O 1.7517 -0.5598 0.1833  -0.31
O -1.0011 -0.6845 -0.0058  -0.27
C 1.0656 0.5307 0.3278  -0.56
C -0.4110 0.3957 0.6750  -0.30
H 1.1748 1.2644 -0.5082  0.05
H -0.9304 1.3401 0.4260  0.09
H -0.5112 0.2264 1.7605  0.10
Na 0.4806 -2.2332 -0.8409  0.59
H 1.6626 1.5886 1.2053  0.10

Forces on atoms 1 to 2 (eV/Å):
C -0.2 0.2 -0.2
O 0.3 -0.3 0.0

Record 6
The following is a DFT calculation (the ωB97M-V functional and the def2-TZVPD basis) of a molecular structure, C3H4O.

Results
LUMO energy	-0.01007	hartree
highest occupied orbital energy	-8.51	eV

Each line ends with the Löwdin charge.
Cartesian coordinates (Å):
C 0.9489 -0.1896 -0.0751  -0.05
C -0.1951 0.6976 -0.2329  -0.17
C -1.2092 -0.1142 0.1475  -0.31
O -2.3243 -0.3591 0.4735  0.13
H -0.1935 1.7770 -0.2688  0.10
H 1.1496 -0.9297 -0.8433  0.06
H 1.8548 0.2206 0.3756  0.08
H -0.0311 -1.1026 0.4236  0.17

Forces on atoms 1 to 2 (eV/Å):
C -1.5 -1.9 0.3
C -0.7 -0.4 0.7

Record 7
The following is a DFT calculation (the ωB97M-V functional and the def2-TZVPD basis) of 2 unconnected molecules or ions with the total composition C3H4O.

Results
LUMO energy (spin up / spin down)	-0.00557 / -0.00462	hartree
highest occupied orbital energy (spin up / spin down)	-6.37 / -6.39	eV

Each line ends with the Löwdin charge.
Cartesian coordinates (Å):
C -0.3410 0.6437 0.6433  0.04
C -0.7486 -1.9781 1.5582  0.05
C 0.2012 0.4661 -0.6854  -0.32
O -1.3185 -1.7912 2.6425  -0.01
H -0.3851 -0.3492 -1.0328  0.05
H 0.3211 1.3812 -1.4168  0.10
H 1.1187 0.1130 -0.4523  0.02
H -1.2852 -0.9561 3.0354  0.06

Forces on atoms 1 to 2 (eV/Å):
C -0.4 -0.8 1.0
C 0.7 1.5 -1.7

Record 8
The following is a DFT calculation (the ωB97M-V functional and the def2-TZVPD basis) of a molecular structure, C3H4O2.

Results
LUMO energy	0.03369	hartree
highest occupied orbital energy	-9.22	eV

Each line ends with the Löwdin charge.
Cartesian coordinates (Å):
C 0.6380 0.8597 -0.2413  0.03
C 1.2946 -0.2952 -0.2232  -0.12
C -0.6527 -0.0259 0.3304  -0.33
O 0.1962 -1.1875 -0.0236  -0.07
O -1.8588 -0.0239 -0.3183  0.06
H 0.8011 1.9309 -0.2124  0.08
H 2.3430 -0.5278 -0.3878  0.11
H -0.4813 0.1422 1.3680  0.13
H -2.2802 -0.8724 -0.2919  0.10

Forces on atoms 1 to 2 (eV/Å):
C -2.4 -0.6 1.2
C -1.4 0.4 -0.8

Record 9
The following is a DFT calculation (the ωB97M-V functional and the def2-TZVPD basis) of C3H4O2 in the gas phase.

Results
LUMO energy	0.01812	hartree
highest occupied orbital energy	-9.72	eV
SMILES string	CC(=O)C=O

Each line ends with the Löwdin charge.
Cartesian coordinates (Å):
C 0.7341 -0.9552 -0.1773  0.03
C -0.2737 0.1969 -0.3851  -0.49
O -0.7600 0.4287 -1.4453  0.12
C -0.6819 1.0730 0.6805  -0.17
O -1.4897 0.3800 1.2093  0.12
H 0.9106 -1.2711 0.8186  0.07
H 1.5930 -0.3513 -0.5760  0.11
H 0.6853 -1.6603 -0.9656  0.07
H -0.7177 2.1593 0.8408  0.14

Forces on atoms 1 to 2 (eV/Å):
C 0.3 3.3 -1.2
C 3.1 -1.6 -1.3

Record 10
The following is a DFT calculation (the ωB97M-V functional and the def2-TZVPD basis) of C3H4O2 in the gas phase.

Results
LUMO energy	0.03941	hartree
highest occupied orbital energy	-8.66	eV
SMILES string	C1=COCO1

Each line ends with the Löwdin charge.
Cartesian coordinates (Å):
C 0.7191 0.9042 0.0949  -0.12
C 1.1315 -0.3222 0.0471  -0.15
O 0.0767 -1.1827 -0.1890  -0.08
C -1.0814 -0.3179 0.1842  -0.16
O -0.6715 0.9941 -0.1834  -0.07
H 1.2303 1.8663 0.0210  0.13
H 2.1348 -0.8542 0.1346  0.15
H -1.2297 -0.4627 1.3240  0.15
H -1.9923 -0.6262 -0.4574  0.16

Forces on atoms 1 to 2 (eV/Å):
C -0.6 3.1 -0.8
C 1.7 -3.1 0.0

Record 11
The following is a DFT calculation (the ωB97M-V functional and the def2-TZVPD basis) of C3H4O2 in the gas phase.

Results
LUMO energy	0.02820	hartree
highest occupied orbital energy	-10.00	eV
SMILES string	O=C[C@H]1CO1

Each line ends with the Löwdin charge.
Cartesian coordinates (Å):
O -0.3454 -0.3194 2.2572  0.02
C -0.8045 -0.1452 1.1460  -0.15
C 0.2445 0.3675 0.1219  -0.24
C 0.4484 -0.1546 -1.2402  -0.11
O -0.0218 1.1597 -1.0176  -0.03
H -1.8318 -0.4850 1.3300  0.13
H 1.1364 0.6648 0.6919  0.15
H 1.4607 -0.2430 -1.6421  0.12
H -0.2864 -0.8447 -1.6471  0.11

Forces on atoms 1 to 2 (eV/Å):
O 1.4 0.3 0.4
C 0.9 -0.3 1.8

Record 12
The following is a DFT calculation (the ωB97M-V functional and the def2-TZVPD basis) of C3H4O2 in the gas phase.

Results
LUMO energy	0.02375	hartree
highest occupied orbital energy	-9.47	eV

Each line ends with the Löwdin charge.
Cartesian coordinates (Å):
C 0.4963 -0.0427 0.4451  -0.25
C 1.3372 -0.0576 -1.2144  -0.02
C -0.9775 0.0868 -0.0134  -0.05
O 1.2652 -1.0463 -0.3844  -0.01
O 1.2787 1.1917 -0.2560  -0.13
H 0.7367 -0.1612 1.5806  0.18
H -1.1999 0.6654 -0.9498  0.11
H -1.7105 0.3229 0.7943  0.09
H -1.2263 -0.9589 -0.0020  0.07

Forces on atoms 1 to 2 (eV/Å):
C 0.8 3.1 1.4
C 2.4 2.8 -1.3